Record 1
DFT (ωB97M-V with the def2-TZVPD basis set) results for a molecular structure, FFeH10O5.

Structure (ORCA input):
```
! RIJCOSX wB97M-V def2-TZVPD def2/J DEFGRID3
* xyz 0 6
Fe 1.7658 -17.7883 -12.1561
F 2.8705 -16.1107 -11.8375
O 2.5092 -13.6590 -10.8609
H 1.6146 -13.5792 -10.5299
H 2.6076 -14.5890 -11.0648
O 0.2381 -17.1271 -10.8744
H -0.7176 -17.1015 -10.9222
H 0.4490 -16.6897 -10.0495
O 4.8386 -15.9525 -10.0453
H 4.1882 -15.9670 -10.7474
H 4.3301 -16.0793 -9.2444
O 4.1940 -15.5006 -14.2243
H 4.6756 -16.2773 -14.5088
H 3.5144 -15.8396 -13.6416
O 0.8730 -16.8238 -13.7868
H 0.6137 -15.9024 -13.7847
H 0.5219 -17.1700 -14.6073
*
```

Summary:
**Energy above the lowest of the compared OMol25 structures with the same formula, charge and spin**: 0.047 eV
**Frontier orbital gap (alpha / beta)**: 6.24 / 9.24 eV
**E_LUMO (alpha / beta)**: -0.01604 / -0.03213 Ha

Record 2
DFT (ωB97M-V with the def2-TZVPD basis set) results for a molecular structure, C41H47As3BiF2N3OS.

Structure (ORCA input):
```
! RIJCOSX wB97M-V def2-TZVPD def2/J DEFGRID3
* xyz 0 1
Bi -1.1085 0.5002 0.3099
N -1.8249 0.4758 4.8725
C -1.7348 0.2309 3.5364
S -2.2260 1.5472 2.4874
N -1.2975 -0.9309 3.1815
N -1.2059 -1.2183 1.8337
C -1.2600 -2.4802 1.5539
C -1.3898 -3.1099 0.2708
C -1.8258 -4.4504 0.2888
C -2.1697 -5.1113 -0.8638
C -2.0821 -4.4293 -2.0838
C -1.6353 -3.1304 -2.1363
C -1.2361 -2.4463 -0.9725
O -0.6949 -1.2566 -1.0718
H -2.3495 1.2734 5.1777
H -1.6748 -0.2968 5.4982
H -1.3298 -3.1256 2.4274
H -1.9219 -4.9415 1.2513
H -2.5268 -6.1315 -0.8303
H -2.3730 -4.9291 -3.0004
H -1.5640 -2.5988 -3.0777
C 3.1133 -1.0009 -0.5570
C 2.2962 -1.4090 0.6705
As 2.1908 -0.1654 2.2224
C 4.1417 -0.0306 2.5041
C 4.8461 1.1711 2.5201
C 6.2166 1.1920 2.7502
C 6.9011 0.0139 3.0051
C 6.2044 -1.1859 3.0370
C 4.8412 -1.2043 2.7870
C 1.9762 1.6647 1.5394
C 2.7012 2.2240 0.4844
C 2.5795 3.5684 0.1753
C 1.6971 4.3740 0.8872
C 0.9872 3.8376 1.9491
C 1.1526 2.5000 2.2876
As 2.0860 -0.0026 -1.9276
C 1.7338 -1.4498 -3.1953
C 1.4800 -1.0837 -4.5180
C 1.1840 -2.0376 -5.4779
C 1.1428 -3.3832 -5.1280
C 1.4109 -3.7592 -3.8217
C 1.7009 -2.7968 -2.8611
C 3.7047 0.6174 -2.8846
C 4.5947 -0.2903 -3.4595
C 5.7240 0.1488 -4.1331
C 5.9845 1.5101 -4.2434
C 5.1095 2.4229 -3.6768
C 3.9789 1.9764 -3.0029
H 3.5167 -1.8845 -1.0562
H 3.9737 -0.4005 -0.2589
H 2.7195 -2.3068 1.1284
H 1.2778 -1.6736 0.3815
H 4.3300 2.1054 2.3542
H 6.7463 2.1364 2.7320
H 7.9673 0.0312 3.1921
H 6.7252 -2.1079 3.2633
H 4.3106 -2.1503 2.8132
H 3.4277 1.6308 -0.0548
H 3.2026 3.9951 -0.6015
H 1.5892 5.4204 0.6291
H 0.3144 4.4558 2.5309
H 0.6486 2.1032 3.1590
H 1.5295 -0.0355 -4.7969
H 0.9877 -1.7338 -6.4989
H 0.8975 -4.1309 -5.8718
H 1.3820 -4.8049 -3.5408
H 1.8857 -3.1105 -1.8395
H 4.3982 -1.3537 -3.3929
H 6.4002 -0.5729 -4.5747
H 6.8639 1.8537 -4.7735
H 5.3056 3.4850 -3.7612
H 3.2925 2.6958 -2.5659
C -4.1160 3.2918 -2.7248
C -2.6769 3.5366 -3.1734
As -1.4064 2.0960 -2.6838
C 0.0828 2.8733 -3.7342
C 0.6563 4.1298 -3.0841
C -1.9189 0.6815 -3.9584
C -1.9216 1.0332 -5.4423
H -4.7502 4.1385 -2.9940
H -4.1662 3.1613 -1.6436
H -4.5239 2.3946 -3.1914
H -2.2948 4.4417 -2.6977
H -2.6295 3.6925 -4.2527
H -0.2733 3.0984 -4.7399
H 0.8592 2.1096 -3.8171
H -0.0701 4.9444 -3.1017
H 1.5485 4.4753 -3.6119
H 0.9178 3.9328 -2.0448
H -2.9074 0.3354 -3.6580
H -1.2214 -0.1381 -3.7701
H -2.5353 1.9121 -5.6504
H -2.3302 0.2006 -6.0188
H -0.9149 1.2239 -5.8159
F -3.6608 -1.2424 -0.1597
C -3.3658 0.0913 -0.1552
F -3.7114 0.5561 -1.4068
H -4.0331 0.5706 0.5636
*
```

Summary:
**Frontier orbital gap**: 7.81 eV
**E_LUMO**: 0.00606 Ha

Record 3
DFT (ωB97M-V with the def2-TZVPD basis set) results for 2 unconnected molecules or ions with the total composition C10H16O.

Structure (ORCA input):
```
! RIJCOSX wB97M-V def2-TZVPD def2/J DEFGRID3
* xyz 0 1
C 3.1097 1.4445 -2.5050
C 2.3144 0.3294 -1.8657
C 1.1010 0.5452 -1.2393
C 0.3936 -0.4870 -0.6447
C 0.9237 -1.7599 -0.6898
O 0.1679 -2.7676 -0.1541
C 2.1369 -2.0128 -1.3217
C 2.8035 -0.9682 -1.9366
H 3.9931 1.6586 -1.8998
H 2.5676 2.3863 -2.5386
H 3.4349 1.1280 -3.4924
H 0.7157 1.5539 -1.1583
H -0.5939 -0.3746 -0.2289
H 0.7090 -3.5592 -0.0241
H 2.5790 -2.9973 -1.2100
H 3.7418 -1.1601 -2.4410
C -2.9777 1.2267 1.0015
C -3.1776 0.2093 2.1116
C -2.1442 0.3621 3.2411
H -3.8822 1.4927 0.4541
H -2.2521 0.9085 0.2554
H -2.6216 2.1699 1.4096
H -4.1657 0.3266 2.5631
H -3.1145 -0.8148 1.7384
H -1.1320 0.3713 2.8556
H -2.3665 1.2704 3.7963
H -2.2637 -0.4820 3.9233
*
```

Summary:
**Energy above the lowest of the compared OMol25 structures with the same formula, charge and spin**: 0.822 eV
**Frontier orbital gap**: 9.25 eV
**SMILES string**: Cc1ccc(O)cc1.CCC
**E_LUMO**: 0.03141 Ha